[1]
73
Properties=species:S:1:pos:R:3:forces:R:3 method="wB97M-V/def2-TZVPD" total_charge=-1 homo_ev="-4.4 / -4.4" s_squared=0.7597 de_lowest_kj_mol=172.8 total_energy_ha=-12010.06288 gap_ev="6.4 / 5.7" spin_multiplicity=2 max_force_ha_per_bohr=0.0219
Mg 1.329023 -2.703021 0.062395 0.016 -0.940 -0.622
C -1.537685 -1.260370 2.883013 0.161 -0.009 -0.076
C -1.163056 -2.093386 1.827473 -0.028 -0.006 0.048
N 0.098711 -1.868152 1.488282 -0.397 -0.019 -0.085
N 0.567846 -0.891445 2.300761 0.124 -0.044 -0.039
C -0.405187 -0.516487 3.149979 -0.081 0.163 0.198
B 2.066877 -0.529588 2.099351 -0.153 -0.008 0.111
N 2.923336 -1.811463 2.347437 0.018 -0.031 -0.182
C 3.934412 -2.020515 3.208973 0.031 0.040 0.198
C 4.413149 -3.303025 3.031557 -0.131 0.116 -0.103
C 3.621205 -3.822649 2.001461 -0.040 0.001 0.048
N 2.730711 -2.924556 1.603549 0.203 -0.172 0.016
N 2.262870 -0.058063 0.627732 0.154 0.084 -0.044
C 2.366686 1.194501 0.147781 0.091 0.122 -0.028
C 2.459386 1.140659 -1.228459 -0.082 -0.121 0.156
C 2.372318 -0.221894 -1.523325 0.056 -0.070 0.054
N 2.266709 -0.935580 -0.405215 -0.179 0.354 -0.265
N 2.566891 0.573335 3.013229 0.137 0.208 0.048
C 3.783096 1.172946 2.920491 -0.095 0.021 0.117
C 3.906866 2.042377 3.976549 -0.009 -0.051 -0.054
C 2.693570 1.902019 4.676365 -0.040 0.006 0.020
N 1.896434 1.020965 4.098397 0.132 0.029 0.029
H -2.490971 -1.202404 3.377208 0.004 0.002 -0.001
H -1.738071 -2.835286 1.294532 0.020 0.006 -0.008
H -0.209034 0.243945 3.887041 -0.029 -0.083 -0.072
H 4.235983 -1.250957 3.900591 -0.009 -0.025 -0.011
H 5.210247 -3.787250 3.566612 -0.001 0.008 -0.004
H 3.646481 -4.793142 1.531532 -0.007 0.004 -0.006
H 2.374211 2.042820 0.812111 0.015 -0.028 -0.026
H 2.547344 1.963604 -1.914939 -0.011 -0.006 0.004
H 2.363145 -0.720653 -2.480660 -0.004 -0.007 0.025
H 4.462378 0.934651 2.118473 -0.007 -0.012 -0.008
H 4.742499 2.680498 4.207363 -0.013 -0.010 -0.010
H 2.368019 2.405390 5.574213 0.012 -0.009 -0.032
Se 2.396700 -7.333316 -3.790074 -0.093 0.157 -0.045
Sb 0.241395 -6.133946 -3.390994 0.009 -0.128 0.078
Se 0.738048 -4.462203 -1.568448 0.038 0.378 0.503
Se 0.371802 -5.027697 -5.538034 0.072 0.027 0.001
Se -1.586012 -7.538129 -2.736453 0.059 0.121 0.008
C -6.312910 0.704073 -1.341433 0.015 -0.007 -0.003
C -5.785638 0.951563 -0.079064 0.018 0.003 0.000
C -4.415280 0.910657 0.118846 -0.006 -0.013 -0.036
C -3.546071 0.641184 -0.941892 -0.040 0.028 -0.002
C -4.083648 0.392275 -2.201342 -0.028 0.027 0.056
C -5.460534 0.420884 -2.397111 0.013 0.005 0.009
P -1.751234 0.595100 -0.550566 -0.040 -0.012 -0.004
C -1.473254 2.374589 -0.200222 0.025 0.065 -0.001
C -2.115876 3.416568 -0.872143 0.022 -0.007 0.048
C -1.848812 4.737564 -0.544880 0.021 -0.018 0.025
C -0.940322 5.036454 0.465381 -0.012 -0.015 -0.013
C -0.309846 4.010941 1.153941 -0.008 -0.028 -0.021
C -0.581641 2.688004 0.824121 -0.006 0.013 -0.007
C -1.013961 0.344100 -2.204693 0.096 -0.066 -0.018
C -0.568156 1.347982 -3.062648 -0.007 -0.042 0.029
C 0.022683 1.018625 -4.275992 0.001 -0.023 0.018
C 0.172220 -0.312853 -4.646442 0.004 -0.001 -0.001
C -0.262404 -1.324136 -3.799490 0.014 -0.012 -0.019
C -0.846309 -0.990172 -2.585357 0.021 0.023 0.018
H -7.384361 0.725394 -1.496974 0.010 0.000 0.000
H -6.445482 1.168676 0.752336 0.012 -0.006 -0.009
H -4.007603 1.096257 1.107752 -0.005 -0.010 -0.009
H -3.429352 0.175309 -3.035316 0.023 -0.018 -0.015
H -5.863684 0.220478 -3.382206 0.005 -0.002 0.013
H -2.837365 3.186149 -1.648020 0.009 0.005 -0.001
H -2.352572 5.537749 -1.073543 0.005 -0.013 0.001
H -0.735165 6.068603 0.721839 -0.005 -0.006 -0.004
H 0.384853 4.236768 1.954497 -0.008 -0.009 -0.005
H -0.105458 1.881829 1.374328 -0.038 0.038 -0.021
H -0.662339 2.387900 -2.778632 -0.008 0.028 0.003
H 0.372073 1.806437 -4.933383 -0.007 -0.003 0.008
H 0.638489 -0.569235 -5.590131 -0.010 0.003 0.013
H -0.122811 -2.366598 -4.067917 -0.016 0.014 0.011
H -1.156568 -1.791651 -1.921494 -0.013 -0.008 -0.001

[2]
121
Properties=species:S:1:pos:R:3:forces:R:3 method="wB97M-V/def2-TZVPD" homo_ev="-4.6 / -7.5" s_squared=3.7878 total_energy_ha=-5594.84158 gap_ev="4.6 / 7.5" spin_multiplicity=4 max_force_ha_per_bohr=0.0983
V 1.185161 -0.031017 -1.697508 -0.486 -1.321 -0.975
O 5.281261 -0.514217 -2.386008 -0.038 0.042 0.001
C 5.671061 0.767383 -2.215508 -0.280 0.167 0.020
C 7.036061 1.041283 -2.149208 0.044 -0.133 0.000
C 7.489261 2.331183 -1.961808 -0.106 -0.159 -0.042
C 6.584861 3.377683 -1.840508 -0.025 0.200 0.013
C 5.232461 3.127483 -1.929008 0.125 -0.105 -0.005
C 4.754061 1.829783 -2.121608 0.339 -0.248 0.013
C 3.310561 1.606583 -2.233508 -0.731 1.611 -0.116
O 2.813861 0.411883 -2.166508 4.162 0.786 -1.639
N 2.557161 2.664983 -2.395808 1.310 0.433 0.141
N 1.232461 2.403983 -2.489708 -0.871 -0.795 0.201
C 0.465761 3.415883 -2.378808 0.549 0.414 -0.030
S -1.261039 3.308583 -2.618908 0.081 0.523 0.243
C -1.611339 4.910383 -1.804708 0.065 -0.474 -0.126
C -0.525239 5.871883 -2.225408 0.435 -0.164 -0.088
S 1.092161 5.043983 -1.992708 -0.305 -0.201 -0.210
H 4.300361 -0.538317 -2.365508 0.236 -0.054 -0.020
H 7.725361 0.218283 -2.249908 0.075 -0.130 0.001
H 8.551861 2.523083 -1.914308 0.063 -0.008 0.020
H 6.938961 4.384783 -1.684108 0.024 0.107 0.007
H 4.510261 3.925283 -1.854508 -0.032 0.053 0.008
H -1.617339 4.744583 -0.726408 -0.036 0.088 -0.022
H -2.599839 5.224883 -2.134908 -0.027 0.032 0.002
H -0.515839 6.776583 -1.620508 -0.035 0.047 0.027
H -0.619739 6.136483 -3.279308 -0.077 0.046 0.073
N -0.587439 0.089183 -1.860208 -5.014 0.468 -0.451
S -1.974439 0.079383 -1.370208 0.772 -0.412 0.197
N -2.281339 0.824183 0.060692 -0.362 0.169 -0.599
S -2.072139 -0.002117 1.379492 -0.426 -0.356 0.465
N -0.697039 -0.756417 1.604692 0.142 0.017 0.418
S 0.699561 0.048383 1.394892 0.633 0.123 -0.594
N 1.396361 -0.104917 0.104792 -0.420 0.588 3.599
C 1.814361 -0.566217 2.659692 -0.331 -0.054 0.176
C 3.164361 -0.298817 2.479992 -0.185 0.114 -0.260
C 4.077761 -0.762717 3.408892 -0.048 0.018 0.060
C 3.638861 -1.495217 4.500992 -0.005 0.007 -0.016
C 2.287461 -1.756517 4.669192 0.047 -0.107 0.108
C 1.365461 -1.283117 3.753192 -0.155 0.072 -0.216
C 0.423561 1.747683 1.956992 0.512 -0.087 0.147
C 0.511161 2.026583 3.314092 0.025 0.001 -0.078
C 0.448761 3.340083 3.737592 0.004 0.033 0.070
C 0.342561 4.365783 2.809392 -0.075 -0.068 -0.042
C 0.278761 4.077583 1.452692 -0.055 0.140 0.189
C 0.318661 2.762683 1.020992 0.017 -0.423 -0.220
C -2.282939 1.168683 2.659592 -0.046 0.044 -0.353
C -2.147539 0.678883 3.969192 -0.016 -0.240 -0.314
C -2.490639 1.475083 5.032192 -0.114 0.164 0.005
C -2.991539 2.758383 4.808092 0.002 0.065 -0.026
C -3.149939 3.230383 3.506292 -0.092 0.018 0.412
C -2.813139 2.445583 2.429692 -0.004 -0.308 -0.324
C -3.265539 -1.283717 1.431692 0.533 0.098 0.129
C -2.955039 -2.558617 1.923292 0.152 0.196 0.169
C -3.964339 -3.482617 2.066992 -0.317 -0.005 0.092
C -5.281539 -3.151817 1.758092 -0.003 -0.060 0.025
C -5.592339 -1.862817 1.325692 0.014 -0.093 0.149
C -4.598739 -0.927817 1.175892 0.106 0.305 0.060
C -3.093939 0.907083 -2.499508 -0.248 -0.081 0.070
C -2.787739 0.811283 -3.851208 0.196 -0.282 0.316
C -3.577539 1.465783 -4.776008 -0.132 0.041 -0.017
C -4.670939 2.208083 -4.350708 0.075 -0.029 0.015
C -4.977439 2.287783 -2.999708 -0.045 0.094 -0.106
C -4.190339 1.635283 -2.067408 0.263 -0.199 0.192
C -2.636239 -1.599717 -1.269108 -0.085 0.133 -0.720
C -1.781939 -2.642317 -0.933908 0.240 0.343 -0.024
C -2.239239 -3.943517 -1.018408 -0.126 -0.029 -0.065
C -3.527639 -4.202317 -1.473808 0.085 0.083 0.008
C -4.370639 -3.156517 -1.817808 0.035 -0.149 0.006
C -3.928539 -1.850417 -1.715508 0.124 0.173 0.038
H 3.473361 0.257883 1.608292 0.112 0.019 -0.084
H 5.131561 -0.560617 3.283492 0.028 0.018 -0.074
H 4.357761 -1.864217 5.219392 -0.009 -0.043 0.038
H 1.953961 -2.348417 5.506692 -0.061 -0.033 0.133
H 0.307161 -1.472017 3.848592 -0.093 -0.130 0.103
H 0.615461 1.217783 4.021292 0.026 0.078 0.121
H 0.492461 3.559283 4.794492 0.012 0.042 0.061
H 0.304961 5.391783 3.147092 0.029 0.063 -0.001
H 0.224761 4.885783 0.737192 0.015 -0.054 -0.060
H 0.277661 2.493583 -0.027408 0.042 0.130 -0.042
H -1.777639 -0.327717 4.097492 0.046 -0.102 0.211
H -2.380139 1.105083 6.041592 0.018 -0.032 0.053
H -3.265039 3.381383 5.643192 -0.036 0.103 0.123
H -3.540739 4.224983 3.345492 -0.012 0.079 -0.042
H -2.918539 2.782583 1.411092 -0.004 0.159 -0.082
H -1.924439 -2.793817 2.134992 0.091 -0.160 -0.006
H -3.732839 -4.480317 2.410592 0.061 -0.080 0.016
H -6.064239 -3.886917 1.855692 -0.074 -0.101 0.042
H -6.617439 -1.600717 1.105792 -0.054 0.045 -0.033
H -4.810339 0.078983 0.847692 -0.163 0.094 -0.083
H -1.908439 0.256483 -4.146808 0.050 -0.033 -0.081
H -3.334939 1.412583 -5.827208 0.032 -0.024 -0.043
H -5.275939 2.733983 -5.074308 -0.071 0.025 -0.042
H -5.825339 2.870383 -2.672908 -0.081 0.044 0.049
H -4.385839 1.703583 -1.009608 -0.100 0.051 0.145
H -0.777039 -2.413917 -0.603008 0.056 -0.113 -0.052
H -1.590139 -4.760917 -0.736308 0.083 0.009 -0.033
H -3.872739 -5.221117 -1.565808 -0.027 -0.098 0.017
H -5.371439 -3.358017 -2.173308 -0.050 -0.001 0.009
H -4.577039 -1.027917 -1.975608 -0.112 -0.031 -0.070
C 1.770861 -3.528517 1.140792 0.077 -0.010 0.137
N 3.143561 -3.322517 0.739892 0.060 -0.054 -0.088
C 3.902061 -4.551017 0.815892 -0.033 0.081 0.171
C 3.283361 -2.554317 -0.497708 -0.012 0.318 -0.087
C 2.340861 -2.922617 -1.627108 -0.063 -0.145 0.012
C 2.372161 -4.225817 -2.119308 0.118 -0.046 -0.031
C 1.463761 -4.660117 -3.067508 -0.081 -0.067 0.001
C 0.533561 -3.766817 -3.570308 -0.083 0.033 -0.191
C 0.545761 -2.450717 -3.134108 -0.103 -0.186 -0.211
C 1.416661 -1.999717 -2.139408 0.019 -0.345 -0.038
H 1.757961 -3.806317 2.197892 -0.122 -0.026 0.019
H 1.271761 -4.322617 0.565292 -0.071 -0.028 -0.047
H 1.207161 -2.605617 1.011092 -0.040 -0.100 -0.027
H 3.966661 -4.846617 1.865492 0.033 -0.111 0.040
H 4.915061 -4.379917 0.453292 0.022 -0.049 -0.047
H 3.454061 -5.392317 0.263592 0.040 0.013 -0.003
H 4.317861 -2.655217 -0.836608 0.032 0.062 0.081
H 3.102061 -1.504517 -0.238308 0.226 -0.266 -0.146
H 3.125161 -4.914117 -1.762308 0.041 -0.072 0.056
H 1.475761 -5.687717 -3.404508 0.032 -0.058 -0.050
H -0.198939 -4.094717 -4.297408 -0.008 -0.008 -0.081
H -0.178439 -1.756617 -3.561208 0.030 -0.141 0.046